Version i
ORCA calculation (ωB97M-V with the def2-TZVPD basis set) on a cluster of 2 separate species, C6H9O3S in total.

The HOMO energy is -4.96 eV. The value obtained for the lowest unoccupied orbital energy is 0.131 Ha. The calculation puts the gap between HOMO and LUMO at 8.531 eV. As for the charge: -1.

Positions of all 19 atoms, in Å:
C 1.331 -2.452 -1.450
C 0.193 -1.925 -1.339
C -1.590 -1.089 0.263
C 0.855 1.286 2.042
C -0.917 -1.271 -1.080
C 0.997 1.267 0.729
O -1.433 2.220 0.319
O 0.537 3.691 0.064
O -0.013 1.857 -1.559
S -0.059 2.360 -0.195
H 1.510 -3.477 -1.675
H -1.928 -0.013 0.307
H -2.261 -1.907 0.299
H -0.788 -1.265 1.051
H -0.085 1.697 2.341
H 2.123 -1.732 -1.353
H 1.210 0.786 2.964
H -1.469 -0.813 -1.853
H 1.787 0.779 0.122

---

Version ii
ORCA calculation (ωB97M-V with the def2-TZVPD basis set) on a cluster of 2 separate species, C6H9O3S in total.

The HOMO energy (alpha / beta) is -3.17 / -2.39 eV. The value obtained for the lowest unoccupied orbital energy (alpha / beta) is 0.135 / 0.110 Ha. The calculation puts the gap between HOMO and LUMO (alpha / beta) at 6.847 / 5.390 eV. As for the charge: -1.

Positions of all 19 atoms, in Å:
C 2.430 0.924 0.454
C -2.120 0.882 -0.986
C -3.038 1.004 0.268
C -1.583 0.656 0.393
C 2.299 -1.678 0.241
C 1.975 -0.290 -0.360
O 2.085 1.763 1.254
O 3.613 0.884 -0.090
O -1.348 -1.880 -0.411
S -0.852 -0.943 0.675
H -2.326 -0.095 -1.388
H -1.908 1.686 -1.534
H -3.540 1.867 0.642
H -3.591 0.063 0.272
H -0.968 1.370 0.856
H 2.934 -1.626 1.122
H 1.417 -2.131 0.460
H 2.819 -2.283 -0.477
H 1.704 -0.174 -1.389

---

Decreasing stability: version i, version ii